[1]
Formula: C11H26N3O3P
Source: the OMol25 dataset
Level of theory: ωB97M-V/def2-TZVPD

E (eV): -31726.3970
LUMO level (eV): 0.66
ΔE to the lowest compared entry with this formula, charge and spin (kcal per mole): 132.0
Orbital gap (Ha): 0.359
SMILES string: CCO[PH2](N)COO.CCCC#N.CCCC#N
HOMO (Ha): -0.335
Strongest force on any atom (eV/Å): 0.40
2S+1: 1
Molar mass (g mol⁻¹): 279.321

Each line ends with the natural charge from an NBO analysis.
Positions of all 44 atoms, in Å:
H  -3.181  1.991  -1.647  0.210
P  -0.210  -2.931  2.285  1.348
O  2.236  -4.119  2.172  -0.285
H  -1.684  -2.212  -0.728  0.215
N  -0.275  -4.236  3.507  -1.192
C  -1.634  3.348  -2.204  -0.519
N  -0.422  2.439  0.961  -0.380
C  2.570  1.640  -1.177  -0.613
H  -0.754  -3.705  1.255  -0.051
C  0.715  2.356  1.102  0.326
H  2.762  3.579  -0.265  0.211
H  -2.292  4.070  -2.693  0.239
C  -2.527  1.435  -3.630  -0.614
H  1.514  1.742  -1.422  0.216
C  -2.255  -1.677  0.040  -0.649
H  4.005  2.444  0.229  0.208
C  -2.255  1.949  -2.222  -0.378
H  -1.588  1.268  -1.692  0.212
C  -1.309  -0.876  0.934  -0.074
C  1.634  -2.868  2.455  -0.369
N  0.689  3.394  -3.401  -0.358
H  -2.952  -0.996  -0.462  0.213
H  1.853  -2.722  3.519  0.231
H  2.049  -2.062  1.845  0.214
H  2.828  -4.738  0.502  0.471
H  0.398  -4.968  3.293  0.370
O  1.973  -4.374  0.771  -0.464
C  2.943  2.534  -0.002  -0.378
H  -1.083  -2.190  3.104  -0.059
C  2.158  2.203  1.276  -0.515
H  -2.850  -2.412  0.592  0.201
H  2.464  2.845  2.104  0.249
H  -1.019  0.057  0.444  0.198
H  -1.189  -4.684  3.509  0.362
H  -3.199  2.105  -4.171  0.202
H  2.764  0.588  -0.955  0.201
H  -1.823  -0.591  1.870  0.162
H  -2.991  0.449  -3.599  0.216
H  -1.603  1.352  -4.204  0.215
O  -0.110  -1.557  1.254  -0.842
C  -0.338  3.377  -2.881  0.303
H  3.128  1.913  -2.071  0.228
H  2.334  1.167  1.577  0.247
H  -1.474  3.676  -1.177  0.271

---

[2]
Formula: C11H27Br3HfO5
Source: the OMol25 dataset
Level of theory: ωB97M-V/def2-TZVPD

E (eV): -233520.7749
LUMO level (eV): 0.39
ΔE to the lowest compared entry with this formula, charge and spin (kcal per mole): 1.9
Orbital gap (Ha): 0.334
HOMO (Ha): -0.319
Strongest force on any atom (eV/Å): 3.24
2S+1: 1
Molar mass (g mol⁻¹): 657.534

Each line ends with the natural charge from an NBO analysis.
Positions of all 47 atoms, in Å:
H  -14.616  -3.912  45.814  0.196
Br  -14.071  -9.294  42.302  -0.525
C  -11.124  -8.681  44.052  -0.085
C  -10.875  -4.346  42.843  0.137
H  -9.822  -2.632  43.665  0.210
C  -10.526  -3.400  43.988  -0.622
H  -10.339  -2.875  41.342  0.198
C  -13.931  -3.909  44.964  -0.234
H  -10.078  -3.939  44.827  0.199
C  -16.914  -7.347  42.049  -0.256
H  -17.788  -7.678  42.619  0.184
H  -17.212  -6.755  41.182  0.190
H  -9.667  -7.811  42.735  0.183
H  -16.464  -8.273  41.699  0.239
O  -11.800  -7.503  44.514  -0.594
C  -15.804  -4.321  43.594  -0.084
H  -16.946  -5.880  44.486  0.211
H  -10.029  -7.287  40.552  0.179
H  -13.750  -2.894  44.613  0.195
C  -11.144  -6.858  45.588  -0.235
H  -11.586  -8.037  39.964  0.202
H  -11.442  -2.916  44.327  0.198
H  -11.701  -5.983  45.913  0.214
O  -11.535  -7.570  41.976  -0.569
O  -11.937  -5.172  43.172  -0.951
H  -10.140  -6.545  45.297  0.187
H  -13.004  -4.356  45.299  0.224
H  -11.124  -7.499  46.473  0.197
O  -14.483  -4.717  43.925  -0.599
H  -10.026  -5.009  42.586  0.134
H  -10.489  -9.338  42.130  0.206
Br  -14.656  -7.407  45.698  -0.539
H  -12.123  -3.065  41.548  0.213
Br  -14.074  -5.677  40.628  -0.524
C  -10.591  -8.390  42.664  -0.079
H  -11.483  -6.339  40.365  0.225
C  -16.686  -5.543  43.478  -0.084
Hf  -13.537  -6.655  43.198  1.853
H  -11.152  -4.259  40.702  0.209
H  -10.287  -8.904  44.714  0.198
H  -11.825  -9.511  44.086  0.237
H  -15.793  -3.794  42.633  0.211
H  -17.576  -5.269  42.914  0.202
H  -16.239  -3.610  44.295  0.205
C  -11.115  -7.324  40.642  -0.259
C  -11.157  -3.570  41.550  -0.621
O  -16.003  -6.620  42.850  -0.574

---

[3]
Formula: C11H27ClILaN2P2
Source: the OMol25 dataset
Level of theory: ωB97M-V/def2-TZVPD

E (eV): -54875.4222
LUMO level (eV): -6.76
Charge: +2
Orbital gap (Ha): 0.308
HOMO (Ha): -0.557
Strongest force on any atom (eV/Å): 1.94
2S+1: 1
Molar mass (g mol⁻¹): 550.562

Each line ends with the Löwdin charge.
Positions of all 45 atoms, in Å:
H  -1.643  3.794  -1.522  0.049
H  1.614  -4.797  0.927  0.064
H  2.199  -3.305  -1.939  0.050
H  -1.382  2.701  3.789  0.108
H  -1.219  -2.256  2.052  0.076
H  1.330  4.307  -2.420  0.066
C  1.233  -3.805  -1.813  -0.273
H  0.019  -0.099  -4.852  0.015
H  -1.617  -4.357  -1.029  0.052
H  1.225  3.566  1.464  0.022
C  -1.433  -1.102  3.920  -0.030
H  -1.515  -4.230  0.744  0.038
C  1.483  -3.709  0.999  -0.270
H  -1.488  3.959  0.252  0.031
C  1.191  3.219  -2.350  -0.267
H  0.617  -3.627  -2.704  0.045
C  -0.774  2.309  2.957  0.012
H  0.528  2.877  -3.159  0.038
H  0.263  2.624  3.149  0.096
H  -1.398  0.783  4.983  0.186
H  2.161  2.712  -2.440  0.053
H  1.673  4.703  0.150  0.066
H  1.043  -3.463  1.976  0.040
C  -1.153  -1.332  2.609  -0.122
H  1.383  -4.883  -1.684  0.064
H  -1.392  -1.163  -5.266  0.022
I  -1.810  -0.068  -2.775  0.737
N  -1.246  0.255  4.128  0.128
H  -1.765  -1.752  4.708  0.132
C  -1.068  -0.192  -4.876  -0.370
La  0.127  -0.119  -0.311  1.068
P  0.433  2.809  -0.728  0.620
C  1.593  3.642  0.430  -0.261
H  -0.496  -5.411  -0.122  0.065
N  -0.775  -0.103  2.005  -0.125
C  -0.893  0.835  2.976  -0.363
H  -1.542  0.630  -5.424  0.025
H  -0.548  5.041  -0.830  0.066
C  -0.947  4.022  -0.703  -0.268
Cl  2.680  -0.163  -0.054  -0.183
C  -0.937  -4.407  -0.170  -0.275
H  2.576  3.159  0.369  0.046
H  -1.152  2.743  2.020  0.064
H  2.454  -3.207  0.914  0.036
P  0.366  -3.138  -0.350  0.630

---

[4]
Formula: C11H27ClIN2OP2Rh
Source: the OMol25 dataset
Level of theory: ωB97M-V/def2-TZVPD

E (eV): -59064.1810
LUMO level (spin up / spin down) (eV): -5.42 / -9.53
Charge: +2
ΔE to the lowest compared entry with this formula, charge and spin (kcal per mole): 0.0
Orbital gap (spin up / spin down) (Ha): 0.279 / 0.226
HOMO (spin up / spin down) (Ha): -0.478 / -0.576
Strongest force on any atom (eV/Å): 4.10
2S+1: 5
Molar mass (g mol⁻¹): 530.561

Each line ends with the Löwdin spin population.
Positions of all 46 atoms, in Å:
H  0.991  2.079  -3.723  0.007
C  -1.340  1.817  0.550  0.032
H  -0.160  0.714  -3.425  0.001
H  -0.378  2.254  -2.564  0.000
H  -2.876  4.710  0.534  0.000
I  0.986  -2.755  -1.781  0.253
Rh  0.124  -0.680  -0.531  2.292
C  -2.740  2.827  2.217  0.003
P  1.406  0.926  -1.609  0.235
C  3.586  -4.103  -0.861  0.008
H  0.910  2.952  -0.333  0.000
H  2.919  -0.283  -3.102  0.000
H  -1.579  0.117  2.686  0.000
C  0.370  1.565  -2.978  0.037
N  -2.051  2.838  0.917  0.051
H  -2.737  -2.157  -0.366  0.001
H  -3.197  -0.903  0.809  0.000
H  3.949  -4.000  -1.890  0.002
C  -0.444  -3.398  1.749  0.045
H  -0.529  -4.141  0.949  0.000
H  -1.235  4.475  -0.158  0.002
H  3.410  1.409  -2.765  0.010
H  0.595  -3.367  2.102  0.001
C  3.007  0.485  -2.327  0.044
C  -2.720  -1.885  0.698  0.038
H  -1.517  -1.433  3.574  0.006
H  -2.002  2.720  3.033  0.002
H  2.331  2.074  0.283  0.002
H  -3.265  3.784  2.325  0.000
Cl  -1.547  -1.042  -2.294  0.411
N  -0.680  0.883  0.298  0.151
H  -1.104  -3.675  2.583  0.010
C  -2.214  3.998  0.028  0.003
H  4.443  -4.137  -0.174  0.001
O  2.913  -2.143  0.424  0.023
H  -3.243  -2.634  1.308  0.007
H  2.480  3.085  -1.182  0.006
H  -3.457  1.985  2.243  0.002
C  -1.036  -0.829  2.794  0.027
H  -2.654  3.665  -0.929  0.002
C  2.733  -2.935  -0.476  0.020
H  -0.007  -0.611  3.097  0.002
C  1.818  2.410  -0.623  0.028
H  3.686  0.127  -1.543  0.001
H  3.023  -5.041  -0.786  0.002
P  -0.969  -1.747  1.217  0.235

---

[5]
Formula: C11H27I2OP2Sn
Source: the OMol25 dataset
Level of theory: ωB97M-V/def2-TZVPD

E (eV): -54472.4708
LUMO level (spin up / spin down) (eV): -12.14 / -13.91
Charge: +3
ΔE to the lowest compared entry with this formula, charge and spin (kcal per mole): 0.0
Orbital gap (spin up / spin down) (Ha): 0.208 / 0.140
HOMO (spin up / spin down) (Ha): -0.654 / -0.651
Strongest force on any atom (eV/Å): 4.32
2S+1: 1
Molar mass (g mol⁻¹): 609.803

Each line ends with the natural charge from an NBO analysis.
Positions of all 44 atoms, in Å:
H  0.568  -1.323  2.314  0.175
C  -3.693  -1.332  0.137  -0.947
H  0.544  1.452  1.405  0.242
Sn  -0.178  -0.646  -0.239  1.014
P  -2.760  -0.052  -0.767  0.973
C  -3.481  -0.153  -2.436  -0.948
H  1.532  1.239  3.688  0.230
H  1.935  -0.392  4.277  0.254
O  -0.113  0.465  -3.550  -0.447
H  3.095  -1.580  1.126  0.266
H  2.995  2.226  -0.758  0.261
I  -0.114  -1.386  -6.438  0.471
H  -4.736  -0.999  0.195  0.276
H  -0.314  -1.105  4.645  0.249
C  3.212  -0.132  -2.383  -0.955
H  2.780  1.644  0.923  0.268
H  2.551  0.135  2.728  0.192
C  -0.705  -0.492  3.823  -0.608
H  -1.589  -1.006  3.419  0.201
C  -3.522  1.468  -0.120  -0.935
C  3.179  1.391  -0.067  -0.935
I  -0.115  1.334  -6.669  0.536
H  -4.608  1.302  -0.101  0.282
H  -3.306  -1.444  1.155  0.264
C  1.677  0.193  3.385  -0.615
C  3.450  -1.398  0.103  -0.934
C  0.381  -0.318  2.746  -0.240
H  4.311  -0.099  -2.248  0.293
H  4.487  -1.026  0.140  0.273
C  -0.126  0.608  1.592  -0.757
H  4.264  1.214  0.016  0.281
H  -3.276  2.319  -0.770  0.265
H  -3.168  -1.082  -2.923  0.253
H  -3.158  0.705  -3.034  0.246
H  2.943  -1.043  -2.937  0.254
H  -4.571  -0.141  -2.341  0.289
H  -1.151  0.962  1.783  0.238
C  -0.114  0.364  -2.402  0.539
H  -1.028  0.472  4.232  0.230
H  -3.628  -2.297  -0.380  0.270
H  -3.181  1.673  0.900  0.269
P  2.430  -0.129  -0.747  0.956
H  2.894  0.751  -2.959  0.246
H  3.409  -2.341  -0.463  0.266